Entry 1:
# C29H53ClFN3O19P

4 unconnected molecules or ions with the total composition C29H53ClFN3O19P in a non-equilibrium geometry (the ωB97M-V functional and the def2-TZVPD basis, the Open Molecules 2025 dataset).

The geometry in XYZ format:
```
107
Properties=species:S:1:pos:R:3
C 0.2923 2.7152 1.9922
C -0.1124 1.1614 1.6532
C 0.8364 0.4830 0.5396
F 1.5173 1.5482 -0.1508
C 0.1611 -0.6491 -0.3696
O -0.9508 -0.3439 -1.1690
C -1.0136 0.8071 -1.9765
C -1.4627 2.2038 -1.2735
C -2.8943 2.1357 -0.5210
C -4.0625 3.0093 -1.2672
N -4.3473 4.2443 -0.4188
C -2.2629 0.5165 -3.0205
C -3.3157 -0.5543 -2.4653
O -4.4910 -0.1661 -2.1109
O -3.0927 -1.9760 -2.3738
C 0.2056 1.1507 -2.9671
O 0.8396 2.2838 -2.9315
O 0.6224 0.2746 -4.0113
C 1.2734 -1.6450 -1.0597
Cl 2.6992 -0.7890 -1.8344
N 1.8733 -2.6054 -0.0433
C 3.1951 -2.4452 -0.0159
O 4.3883 -2.8344 -0.1509
N 0.5990 -2.4530 -2.1497
C 1.1039 -3.8616 -2.1877
C 0.5170 -4.5296 -3.5689
C -0.7478 -5.4708 -3.1235
O -0.3368 -6.6552 -2.3899
C -0.9539 -6.7254 -1.0756
P -0.6605 -1.8359 0.9465
O -2.0739 -1.3011 1.3578
O -1.0128 -3.3855 0.2391
O 0.2339 -1.9398 2.3920
H 1.4215 2.8986 1.9680
H -0.0280 2.8609 3.1036
H -0.3312 3.4702 1.3931
H -1.2326 1.1311 1.4253
H 0.0172 0.6124 2.6712
H 1.6687 -0.0642 1.1485
H -0.6682 2.6768 -0.6059
H -1.6112 2.9447 -2.1594
H -2.7375 2.6838 0.4972
H -3.2386 1.0758 -0.2434
H -3.7762 3.3194 -2.3342
H -5.0108 2.3531 -1.2167
H -4.4422 3.9782 0.5802
H -5.2648 4.6528 -0.6649
H -2.8256 1.5100 -3.2305
H -1.8967 0.1432 -4.0405
H -3.7194 -2.2816 -1.6621
H 0.8161 -2.0592 -3.0808
H 0.6923 -4.5335 -1.3419
H 2.2493 -3.8967 -2.2869
H 0.2070 -3.7391 -4.3437
H 1.3002 -5.2643 -4.0120
H -1.3507 -5.7816 -4.0654
H -1.4265 -4.7662 -2.4918
H -0.2978 -6.1516 -0.3026
H -1.9960 -6.2324 -1.0202
H -0.9803 -7.8192 -0.6927
H -1.4311 -3.1380 -0.6376
H -0.3456 -2.4436 3.0283
C 3.9807 -1.7727 2.7177
C 2.9230 -2.3224 3.6551
O 3.5287 -2.9671 4.7844
C 3.9755 -2.1450 5.7478
O 3.9020 -0.9377 5.7488
O 4.5468 -2.8984 6.7084
C 5.1462 -2.1395 7.7561
H 4.6911 -2.5544 2.4374
H 3.5242 -1.3674 1.8141
H 4.5578 -0.9769 3.1959
H 2.3368 -3.0830 3.1342
H 2.2253 -1.5445 3.9778
H 4.4422 -1.4185 8.1783
H 6.0394 -1.6325 7.3832
H 5.4437 -2.8322 8.5443
C 9.4605 1.4993 0.4544
C 9.4803 0.3741 1.4718
O 9.2025 0.8690 2.7874
C 7.9053 1.1050 3.0538
O 6.9790 0.9290 2.2989
O 7.8184 1.5982 4.3041
C 6.4959 1.9770 4.6846
H 10.1310 2.3071 0.7603
H 9.7663 1.1368 -0.5296
H 8.4615 1.9332 0.3645
H 10.4802 -0.0662 1.5059
H 8.7851 -0.4263 1.2019
H 5.7869 1.1608 4.5262
H 6.1902 2.8662 4.1283
H 6.5082 2.2199 5.7477
C -8.5005 5.6567 -5.2510
C -9.2488 5.9338 -3.9607
O -9.9479 4.7660 -3.5141
C -9.1924 3.8422 -2.8929
O -8.0065 3.9182 -2.6772
O -9.9834 2.8006 -2.5742
C -9.2839 1.7040 -1.9859
H -9.1749 5.2442 -6.0064
H -8.0479 6.5716 -5.6400
H -7.7076 4.9204 -5.0976
H -10.0038 6.7042 -4.1378
H -8.5814 6.3106 -3.1800
H -8.6833 2.0269 -1.1324
H -8.6562 1.2183 -2.7364
H -10.0238 0.9844 -1.6335
```

The largest force on an atom comes out at 7.86 eV Å⁻¹. As for the electronic energy: -3631.95890 Eh. The value obtained for the HOMO energy is -0.17481 hartree. As for the frontier orbital gap: 0.2493 Eh. As for the total charge: -1.

Atom charges from the Löwdin analysis, given in e for atoms 1 to 5: C -0.106; C -0.175; C -0.227; F -0.056; C -0.316

---

Entry 2:
# C29H53F13INO4S2Si2

A molecular structure, C29H53F13INO4S2Si2 in a non-equilibrium geometry (the ωB97M-V functional and the def2-TZVPD basis, the Open Molecules 2025 dataset).

The geometry in XYZ format:
```
105
Properties=species:S:1:pos:R:3
C -2.0733 6.0453 -2.8178
C -1.9863 6.8738 -1.5462
C -1.1004 6.2883 -0.4448
C -1.3504 4.8024 -0.1517
C -0.3419 3.8824 -0.8776
C 0.8235 3.4093 0.0164
C 0.8317 1.8962 0.2694
C 2.2271 1.2778 0.1782
C 2.1861 -0.1980 0.5472
C 3.5049 -0.9216 0.2928
C 3.6476 -2.1612 1.1907
C 4.4836 -3.2910 0.5716
C 4.0115 -4.6874 1.0497
C 3.6483 -5.5403 -0.1609
C 3.4240 -7.0330 0.1088
Si 2.0658 -7.5300 1.2964
C 2.0509 -6.6834 2.9790
C 3.3687 -6.7557 3.6915
O 4.3586 -7.2562 3.2131
I 3.5071 -5.9038 5.6639
O 0.5358 -7.4237 0.6537
Si -0.0716 -5.9499 0.2005
C -0.0475 -5.8396 -1.6910
N -1.3077 -5.4719 -2.3500
C -1.4063 -4.0585 -2.6639
C -1.8448 -5.6519 0.8960
F -2.3436 -4.5106 0.3530
F -2.6414 -6.6766 0.4673
C -1.9552 -5.6092 2.4325
F -1.8244 -6.9029 2.8450
F -0.9185 -4.9171 2.9719
C -3.2975 -5.1060 3.0074
F -4.3103 -5.8205 2.4670
F -3.2796 -5.3424 4.3415
C -3.5892 -3.5688 2.7975
F -4.5187 -3.4162 1.8309
F -2.4801 -2.8958 2.4488
F -4.0741 -3.0394 3.9410
C 2.2934 -9.4252 1.6987
F 2.7008 -9.6346 2.9760
F 1.0625 -10.0165 1.5774
C 3.2014 -10.1877 0.7212
F 4.4990 -10.0310 1.0485
F 2.9109 -11.5162 0.7573
H -2.9646 6.3367 -3.3557
H -2.1430 4.9763 -2.6360
H -1.2273 6.2087 -3.4776
H -1.5708 7.8344 -1.8285
H -2.9573 7.0873 -1.1201
H -0.0423 6.4110 -0.6725
H -1.3104 6.8517 0.4617
H -1.2793 4.6185 0.9154
H -2.3497 4.5325 -0.4779
H 0.0339 4.4456 -1.7248
H -0.8676 3.0324 -1.2997
H 0.7443 3.9319 0.9647
H 1.7539 3.7343 -0.4409
H 0.2016 1.4010 -0.4622
H 0.4206 1.7114 1.2584
H 2.8705 1.8398 0.8522
H 2.5781 1.4182 -0.8420
H 1.3878 -0.6445 -0.0395
H 1.9128 -0.2557 1.5977
H 4.3181 -0.2298 0.4856
H 3.4967 -1.2692 -0.7356
H 2.6349 -2.5055 1.4021
H 4.0610 -1.8629 2.1493
H 5.5035 -3.1257 0.8958
H 4.4073 -3.2050 -0.5064
H 4.8373 -5.1668 1.5619
H 3.1685 -4.5107 1.7044
H 4.4887 -5.4624 -0.8454
H 2.8111 -5.0691 -0.6730
H 4.3466 -7.4361 0.5207
H 3.2641 -7.5570 -0.8314
H 1.7144 -5.6518 2.9444
H 1.3137 -7.1995 3.5962
H 0.8110 -4.8902 0.7459
H 0.2280 -6.8323 -2.0453
H 0.7210 -5.1517 -2.0251
H -2.1204 -5.8087 -1.8644
H -0.7957 -3.8572 -3.5407
H -1.0098 -3.4192 -1.8682
H -2.4227 -3.7661 -2.8857
H 3.0113 -9.8608 -0.2996
C -5.2147 9.5079 -5.1538
S -4.0009 9.9505 -3.9033
O -3.2909 8.7040 -3.5226
C -5.1832 10.2810 -2.5922
H -4.6765 9.2159 -6.0529
H -5.8174 8.6725 -4.7973
H -5.8453 10.3707 -5.3685
H -5.7844 9.3902 -2.4114
H -5.8171 11.1209 -2.8783
H -4.6204 10.5290 -1.6937
C -1.3754 11.9393 0.2718
S -1.3297 10.2739 -0.4081
O -2.5332 9.5678 0.1002
C 0.0696 9.7205 0.5733
H -2.2164 12.4620 -0.1788
H -1.5091 11.8900 1.3525
H -0.4488 12.4567 0.0238
H -0.1664 9.8172 1.6332
H 0.9459 10.3173 0.3198
H 0.2540 8.6767 0.3301
```

The largest force on an atom comes out at 2.13 eV Å⁻¹. As for the electronic energy: -4463.85690 Eh. The value obtained for the HOMO energy is -0.32479 hartree. As for the frontier orbital gap: 0.3373 Eh.

Atom charges from the Löwdin analysis, given in e for atoms 1 to 5: C -0.109; C -0.274; C -0.223; C -0.205; C -0.206

---

Entry 3:
# C29H53InN3O5

A molecular structure, C29H53InN3O5 in a non-equilibrium geometry (the ωB97M-V functional and the def2-TZVPD basis, the Open Molecules 2025 dataset).

The geometry in XYZ format:
```
91
Properties=species:S:1:pos:R:3
C -1.1910 -2.2396 -0.8650
C -2.1763 -1.3300 -0.8279
C -2.7051 -0.7853 -2.1011
O -3.8989 -0.7627 -2.2729
O -1.8532 -0.4046 -3.0820
C -0.9121 0.6443 -2.7340
C -1.3074 1.9645 -3.3984
C -1.7805 3.1040 -2.4660
C -2.4370 2.6608 -1.1451
C -1.4419 2.7563 0.0241
C -1.8837 2.0991 1.3386
In -0.0948 1.3709 2.4889
C 0.7352 -0.3801 1.3819
C 2.2012 -0.7346 1.6237
O 2.9664 -0.3257 0.4603
C 4.2624 -0.6302 0.4761
O 4.9065 -0.8429 1.4807
C 4.8691 -0.6964 -0.9041
C 5.4926 -2.0817 -1.1129
O 1.3240 2.8649 2.8601
C 2.4728 2.8499 2.0724
C 2.2126 3.1682 0.5893
C 3.3988 3.8412 -0.1278
H -0.4349 -2.1721 -1.6412
H -1.1473 -3.0552 -0.1544
H -2.6337 -0.9542 0.0811
H -0.7882 0.7147 -1.6542
H 0.0476 0.3097 -3.1327
H -2.0408 1.7461 -4.1756
H -0.4252 2.3305 -3.9332
H -0.9422 3.7613 -2.2281
H -2.4962 3.7038 -3.0353
H -3.2458 3.3658 -0.9237
H -2.9011 1.6761 -1.2140
H -1.2131 3.8163 0.1764
H -0.5024 2.2920 -0.3047
H -2.4885 2.7573 1.9588
H -2.4408 1.1901 1.0862
H -0.6897 0.7911 4.0762
H 0.5741 -0.2887 0.3043
H 0.1321 -1.2380 1.6934
H 2.3564 -1.8054 1.7871
H 2.5905 -0.2336 2.5112
H 5.6413 0.0734 -0.9691
H 4.1320 -0.4834 -1.6763
H 4.8211 -2.8527 -0.7422
H 5.7184 -2.2298 -2.1688
H 6.4190 -2.1551 -0.5419
H 3.0402 1.9076 2.1507
H 3.1493 3.6390 2.4500
H 1.9383 2.2356 0.0851
H 1.3272 3.8065 0.5698
H 3.6922 3.2694 -1.0099
H 3.0948 4.8242 -0.4943
H 4.2488 3.9662 0.5431
C 6.1278 -5.0837 1.6368
C 5.2725 -6.3463 1.6478
C 4.4651 -6.5269 0.3564
C 3.5531 -5.4031 0.1484
N 2.8453 -4.5144 -0.0224
H 5.5148 -4.1843 1.5623
H 6.7077 -5.0065 2.5562
H 6.8261 -5.0898 0.7970
H 4.5900 -6.3158 2.4988
H 5.9111 -7.2220 1.7810
H 3.8764 -7.4441 0.3931
H 5.1328 -6.5908 -0.5047
C -3.6277 6.5562 1.8308
C -4.0502 6.9692 3.2367
C -3.3291 6.1673 4.3256
C -3.6140 4.7383 4.2017
N -3.7971 3.6111 4.0779
H -3.8764 5.5129 1.6321
H -4.1365 7.1655 1.0830
H -2.5522 6.6790 1.6919
H -5.1290 6.8408 3.3467
H -3.8375 8.0300 3.3867
H -3.6395 6.4957 5.3183
H -2.2495 6.3074 4.2484
C -5.4983 -3.8522 -1.9278
C -4.4231 -4.0878 -2.9791
C -4.6454 -5.3682 -3.7936
C -4.6396 -6.5648 -2.9492
N -4.6324 -7.5043 -2.2866
H -5.5113 -4.6523 -1.1852
H -5.3095 -2.9146 -1.4068
H -6.4891 -3.7934 -2.3844
H -3.4462 -4.1297 -2.4936
H -4.4001 -3.2399 -3.6647
H -3.8622 -5.4833 -4.5440
H -5.6043 -5.3251 -4.3135
```

The largest force on an atom comes out at 1.15 eV Å⁻¹. As for the electronic energy: -1867.31812 Eh. The value obtained for the HOMO energy is -0.15914 hartree. As for the frontier orbital gap: 0.2411 Eh. As for the total charge: -1.

Atom charges from the Löwdin analysis, given in e for atoms 1 to 5: C 0.054; C -0.074; C -0.526; O 0.105; O -0.020

---

Entry 4:
# C29H53N6O9

4 unconnected molecules or ions with the total composition C29H53N6O9 in a non-equilibrium geometry (the ωB97M-V functional and the def2-TZVPD basis, the Open Molecules 2025 dataset).

The geometry in XYZ format:
```
97
Properties=species:S:1:pos:R:3
N 4.8754 0.0937 4.5304
C 4.3482 -0.1511 3.4104
C 5.0259 -0.1063 2.0669
C 4.3742 0.7392 0.9819
C 4.3143 2.2511 1.2620
C 3.6892 2.7606 2.5699
C 2.2599 2.3546 2.8426
C 1.9102 1.8836 4.0946
C 0.5946 1.5314 4.3938
C -0.3814 1.6232 3.4223
C -0.0391 2.0884 2.1690
C 1.2615 2.4691 1.8776
N 3.0564 0.1968 0.5295
C 2.8747 0.5146 -0.7430
N 1.7262 0.5104 -1.3798
N 0.5416 0.2020 -0.6654
N 4.0493 0.8131 -1.4008
C 5.1279 0.5641 -0.3842
C 5.7942 -0.7776 -0.6978
C 4.8834 -1.9504 -1.1102
C 5.4873 -3.3247 -0.7947
C 5.5955 -3.6520 0.6882
N 4.2708 -3.6859 1.3144
H 5.8574 0.3580 4.4292
H 3.2983 -0.4522 3.4090
H 5.0911 -1.1385 1.7160
H 6.0546 0.2433 2.1923
H 5.3505 2.5966 1.2550
H 3.8201 2.7597 0.4294
H 4.3131 2.4780 3.4136
H 3.7190 3.8533 2.5201
H 2.6710 1.7821 4.8584
H 0.3574 1.1795 5.3885
H -1.3974 1.3274 3.6427
H -0.7987 2.1441 1.4002
H 1.5254 2.8218 0.8864
H 2.2551 0.1841 1.1541
H 1.7349 0.7170 -2.3679
H -0.2395 0.4941 -1.2456
H 0.4813 -0.8150 -0.6383
H 4.0490 1.7878 -1.6869
H 5.8936 1.3265 -0.5102
H 6.4372 -1.0867 0.1255
H 6.4625 -0.5866 -1.5390
H 4.7509 -1.9034 -2.1914
H 3.8900 -1.9017 -0.6651
H 4.8242 -4.0736 -1.2322
H 6.4696 -3.4079 -1.2635
H 6.2900 -2.9632 1.1915
H 6.0270 -4.6467 0.7965
H 4.3473 -3.8622 2.3086
H 3.7941 -2.7975 1.2192
C -1.2191 9.8336 2.4795
C -0.4945 8.9883 1.4564
O 0.4126 8.0562 2.0750
C -0.1521 6.9721 2.5973
O -1.3202 6.6858 2.5607
O 0.8071 6.2365 3.1649
C 0.3293 5.0612 3.8295
H -0.5045 10.3349 3.1328
H -1.8231 10.5888 1.9774
H -1.8758 9.2226 3.0970
H 0.1382 9.6073 0.8237
H -1.1908 8.4465 0.8171
H -0.2901 4.4763 3.1619
H -0.2208 5.3345 4.7291
H 1.2038 4.4901 4.1177
C -5.1662 -2.4611 -4.5942
C -4.4440 -3.4002 -3.6562
O -3.0350 -3.4907 -3.9677
C -2.2886 -2.4880 -3.5593
O -2.6364 -1.5244 -2.9207
O -1.0230 -2.7081 -3.9582
C -0.1494 -1.6416 -3.6315
H -4.9973 -2.7551 -5.6302
H -6.2360 -2.4931 -4.3908
H -4.8199 -1.4352 -4.4714
H -4.8219 -4.4129 -3.7657
H -4.5649 -3.1057 -2.6155
H -0.2270 -1.4048 -2.5742
H -0.3790 -0.7583 -4.2299
H 0.8599 -1.9780 -3.8589
C -10.4968 -6.3517 -4.1162
C -9.2893 -7.0175 -3.4954
O -8.2073 -6.0873 -3.2945
C -8.3323 -5.2888 -2.2401
O -9.2269 -5.2896 -1.4387
O -7.2699 -4.4736 -2.2126
C -7.3048 -3.5115 -1.1533
H -10.2188 -5.8466 -5.0419
H -11.2579 -7.0983 -4.3406
H -10.9273 -5.6141 -3.4406
H -8.8800 -7.7736 -4.1618
H -9.5356 -7.4956 -2.5482
H -7.4602 -3.9977 -0.1933
H -8.0941 -2.7826 -1.3293
H -6.3389 -3.0148 -1.1631
```

The largest force on an atom comes out at 1.04 eV Å⁻¹. As for the electronic energy: -2142.31538 Eh. The value obtained for the HOMO energy is -0.43832 hartree. As for the frontier orbital gap: 0.3426 Eh. As for the total charge: +1.

Atom charges from the Löwdin analysis, given in e for atoms 1 to 5: N 0.126; C -0.252; C -0.091; C -0.339; C -0.102

---

Entry 5:
# C29H54BrN6O3

3 unconnected molecules or ions with the total composition C29H54BrN6O3 in a non-equilibrium geometry (the ωB97M-V functional and the def2-TZVPD basis, the Open Molecules 2025 dataset).

The geometry in XYZ format:
```
93
Properties=species:S:1:pos:R:3
O 2.3275 0.3001 -5.3086
C 1.7579 1.2587 -4.8540
O 0.4588 1.2854 -4.3861
C -0.2644 0.1022 -4.7669
C 0.0970 -1.1092 -3.7771
C -1.1469 -1.5729 -2.9027
C -1.2289 -0.6188 -1.6417
N -0.6686 -1.2385 -0.4048
C -0.1081 -0.5390 0.5225
N 0.4436 -0.9579 1.7859
C -0.4332 -0.1528 2.7181
C -0.6465 1.1947 1.8716
Br -2.5686 1.4274 1.3515
N 0.0794 0.9213 0.5892
C 1.5049 1.3344 0.8957
C 1.9171 2.6495 0.1206
C 2.8133 2.4121 -1.1402
O 2.3698 2.7680 -2.2123
N 4.1575 1.8413 -1.1038
C 4.2336 0.5265 -1.6977
C 3.1931 -0.4988 -1.6436
C 3.3526 -1.8454 -2.2391
C 4.5761 -2.1902 -2.9541
C 5.6180 -1.1650 -3.0557
C 5.4727 0.1605 -2.4313
H 2.3372 2.2190 -4.7473
H -0.0390 -0.2322 -5.8095
H -1.3727 0.2548 -4.6716
H 0.5193 -1.9838 -4.3326
H 0.8374 -0.6647 -3.0492
H -2.0880 -1.5332 -3.5097
H -0.9862 -2.6292 -2.5542
H -2.3327 -0.4683 -1.4304
H -0.8333 0.4185 -1.8306
H -0.7583 -2.2539 -0.3087
H 0.4239 -1.9698 1.9389
H -0.1172 -0.0540 3.7816
H -1.4295 -0.6538 2.5323
H -0.4486 2.1646 2.3794
H 1.5996 1.5688 1.9970
H 2.2466 0.5206 0.6978
H 0.9675 3.1450 -0.2294
H 2.3948 3.3821 0.8332
H 4.7770 2.4299 -1.6755
H 2.2175 -0.3029 -1.1425
H 2.5147 -2.5750 -2.1281
H 4.6339 -3.2076 -3.4137
H 6.5371 -1.4275 -3.6317
H 6.3399 0.8490 -2.5452
C 3.8556 -1.5330 4.6827
C 3.1720 -0.6374 5.7072
N 2.5914 -1.3573 6.8283
C 1.7061 -0.5349 7.6450
C 2.3236 0.6443 8.3993
C 3.4956 -2.2278 7.5701
C 4.7433 -1.5969 8.1919
H 3.1725 -2.3028 4.3146
H 4.1779 -0.9324 3.8282
H 4.7437 -2.0201 5.0885
H 2.3714 -0.1073 5.1780
H 3.8873 0.1274 6.0400
H 1.1806 -1.1744 8.3616
H 0.9169 -0.1409 6.9926
H 2.8929 0.3151 9.2678
H 1.5302 1.2983 8.7703
H 2.9721 1.2505 7.7642
H 3.8220 -3.0298 6.9003
H 2.9362 -2.7440 8.3555
H 5.2502 -0.9095 7.5119
H 5.4589 -2.3808 8.4519
H 4.5112 -1.0641 9.1138
C -8.6472 0.7316 -4.5048
C -7.5400 0.9153 -3.4753
N -6.3932 0.0425 -3.6859
C -5.4747 0.0181 -2.5586
C -4.7391 1.3149 -2.2095
C -5.7663 0.1108 -4.9992
C -5.2384 1.4686 -5.4693
H -8.9739 -0.3095 -4.5496
H -9.5100 1.3426 -4.2311
H -8.3335 1.0425 -5.5033
H -7.9735 0.6909 -2.4958
H -7.2494 1.9749 -3.4538
H -4.7339 -0.7765 -2.7147
H -6.0383 -0.2974 -1.6730
H -3.9365 1.5275 -2.9171
H -4.2750 1.2189 -1.2229
H -5.4083 2.1752 -2.1699
H -6.4894 -0.2437 -5.7399
H -4.9506 -0.6181 -5.0487
H -5.9375 2.2825 -5.2704
H -5.0710 1.4427 -6.5490
H -4.2809 1.7135 -5.0077
```

The largest force on an atom comes out at 4.28 eV Å⁻¹. As for the electronic energy: -4265.27539 Eh. The value obtained for the HOMO energy is -0.36896 hartree. As for the frontier orbital gap: 0.2324 Eh. As for the total charge: +1.

Atom charges from the Löwdin analysis, given in e for atoms 1 to 5: O 0.074; C -0.317; O -0.058; C -0.159; C -0.148